A structure of composition C40H24Cl5N4O3S3V, computed with wB97M-V/def2-TZVPD.

Computed properties:
electronic energy: -174771.8953 eV
energy relative to the best compared isomer or geometry (same formula, charge and spin): 25.93 kcal per mole
Kohn-Sham gap (spin up / spin down): 0.2482 / 0.2486 hartree

```
! wB97M-V def2-TZVPD RIJCOSX def2/J DEFGRID3
* xyz 1 2
C 1.4849 -6.7469 1.7582
C -2.2581 -3.6697 1.3736
S -3.1047 2.6796 0.0134
H -0.6703 4.7949 1.6048
C -3.5037 -1.0184 4.2890
H 1.4221 1.8152 -4.5021
H -0.4701 3.5658 -5.0072
H -3.1296 5.5579 2.1625
Cl -2.9356 0.6156 -5.3530
C 0.3441 -6.1188 3.7934
C -1.2782 -0.4934 -3.5538
C 1.3098 -2.3857 1.1780
O -0.3616 -0.2366 2.8278
S 1.9812 4.1899 -0.0007
H 2.6217 0.4418 0.3249
H 2.0306 -7.4828 1.1842
C -1.5580 4.3074 1.2279
C 2.4432 -0.5623 0.6831
C 0.4817 -1.4712 -5.4446
N -1.5749 -0.1015 3.2417
H -4.0496 2.1423 3.2442
Cl -2.2934 0.1306 -2.3029
H -4.4068 -3.1905 1.1096
C -4.2074 0.1563 4.0740
N 1.5602 -9.3833 4.0534
S -1.1071 3.5875 -2.6617
C -0.2187 3.1430 -4.0475
C -2.8865 4.7135 1.5350
H 3.0435 2.9135 3.1876
H 0.0199 -6.3663 4.7946
H -2.2533 -4.6644 1.7884
O 0.0882 -1.3532 -1.8319
V -0.3268 -0.4712 -0.3503
C 0.9511 2.9522 0.5949
C 2.5436 3.1400 2.2574
C 1.0504 -7.0565 3.0442
H -3.9586 -1.8631 4.7869
H 4.3926 -1.2330 1.4875
C -3.3699 -2.9138 1.0205
Cl 2.1388 -2.5031 -3.5468
H -0.4740 -4.1424 3.8320
C 0.2240 -3.2224 1.3804
H -1.6764 1.8206 2.5267
C -0.6575 -0.7689 -5.8480
C 1.3347 -8.3506 3.6049
H 0.8660 1.6785 2.3357
H -1.5776 -1.9991 3.9982
C 3.3544 -1.4395 1.2910
C 0.7378 -1.6795 -4.0910
C -1.1161 -2.8995 1.1018
N 1.2307 -1.1133 0.6115
Cl 1.5793 -2.0700 -6.6124
N -1.5387 -1.6893 0.5495
C -2.2477 1.0543 3.0285
H 3.0183 -3.4637 2.0967
C 0.8214 1.9469 -2.3743
C -3.5562 1.1997 3.4355
H 3.8336 4.7380 1.4761
H 1.5748 1.3070 -1.9275
C -2.8859 -1.7121 0.5149
C 0.7550 2.2326 -3.7614
C -0.1143 2.6327 -1.6480
C -0.1499 -1.1882 -3.1409
O -0.4815 1.1283 0.1735
C 1.3678 2.4817 1.8069
H -3.4462 -0.8720 0.1332
C 0.5020 -4.5604 1.9670
C 1.2163 -5.4979 1.2262
C -2.1970 -1.1260 3.8689
C 2.9751 4.0923 1.3847
C 2.6488 -2.5823 1.5986
Cl -0.9610 -0.5011 -7.5118
H -5.2322 0.2573 4.4011
C 0.0668 -4.8770 3.2501
H -4.8941 4.0303 0.9647
H 1.5523 -5.2492 0.2277
C -0.2943 2.5334 -0.1476
C -1.5166 3.2421 0.3803
C -1.5468 -0.2738 -4.8941
C -3.8206 3.9365 0.9246
*
```

=====

A structure of composition C40H26BrF15GeN6O4ReS2, computed with wB97M-V/def2-TZVPD.

Computed properties:
electronic energy: -250138.2486 eV
energy relative to the best compared isomer or geometry (same formula, charge and spin): 0.00 kcal per mole
Kohn-Sham gap (spin up / spin down): 0.2353 / 0.2418 hartree

```
! wB97M-V def2-TZVPD RIJCOSX def2/J DEFGRID3
* xyz 2 2
F -0.1113 -3.1918 5.3037
Br -0.5733 1.8849 2.4311
C -6.8844 -0.2614 1.2285
Re -0.9044 1.4074 -0.0638
F 1.9199 -7.1022 -0.0809
C 0.9032 -6.2528 -0.0733
H 2.6553 4.2327 -5.5122
H -1.6279 4.0589 -5.3550
H -2.2227 4.0958 -0.4659
C 1.6734 0.8071 4.9066
S -1.2136 -0.8036 0.4170
H -7.6767 -1.0071 1.2282
C -0.3989 -6.7185 -0.1880
C 1.3286 0.3621 7.6390
O -0.7486 0.8896 -2.0752
F 2.3735 -4.4371 0.1507
F -0.6264 -8.0132 -0.3007
F 0.8438 -2.1932 -4.8378
H 2.9689 1.5934 1.0678
H 2.6047 2.5143 -1.0609
C 1.7406 4.0814 -4.9518
C -6.1387 -0.2928 -0.1080
H -1.1244 -0.5589 -4.3904
F -2.7027 -6.2785 -0.3112
C 2.1340 -2.7154 4.7945
Ge 0.5906 -2.1179 0.3300
C -0.6666 3.9774 -4.8664
H -7.3417 0.7120 1.4087
H -6.2072 -0.4816 2.0530
F -0.2872 -2.5469 -2.4417
C 1.7939 3.8643 -3.5818
C 0.2226 0.5508 6.8170
H 0.6707 1.0177 -3.6107
H 1.1892 0.1843 8.6967
C 2.7642 -1.2711 -3.8400
H 3.0281 0.8037 3.2675
N -3.2166 3.9703 -0.3364
C -5.0666 0.7421 -0.1764
N 0.1903 1.0949 -4.5199
C -3.7356 2.7331 -0.2672
O 2.9676 3.8136 -2.8875
F 2.4907 -2.9267 6.0476
C 0.5086 4.1372 -5.5913
C 1.9799 0.9859 3.5023
N -3.8150 0.4919 -0.0848
O -2.8595 1.2537 -2.8246
C 1.2757 1.3022 2.4036
F 4.5825 -0.2203 -2.7934
H -3.8228 4.7571 -0.4852
C 2.6087 0.3926 7.1038
F 3.3024 -1.0797 -5.0355
H 3.7774 0.6273 5.3314
C -1.2128 -4.4705 -0.0740
H 3.4705 0.2377 7.7377
H 3.7026 4.1134 -3.4355
C -1.4623 -5.8266 -0.1922
H 0.1350 2.0986 -4.7475
C 1.3857 -2.2322 2.1226
C -0.6004 3.7471 -3.4959
H 1.1942 4.2917 -0.8858
C 2.6949 -2.0924 2.5484
H -1.8373 0.8999 -5.1255
C 1.8861 1.4947 1.1105
C 3.0798 -2.3377 3.8558
H 0.7180 0.6123 -5.2478
C 3.4101 -0.8314 -2.6987
S -5.4275 2.4426 -0.3358
O -0.5079 3.1838 -0.7661
H -0.7737 0.5210 7.2352
F 3.6539 -1.7148 1.7001
H -1.5108 3.6331 -2.9226
C -1.7068 0.9451 -2.9667
C 2.8002 -1.0012 -1.4647
F -0.8235 -2.7583 2.7559
C 0.3872 0.7720 5.4630
C 0.8092 -2.8523 4.4128
H 0.4720 4.3260 -6.6558
C 1.5753 -1.6270 -1.3081
H -6.8381 -0.1359 -0.9311
F 4.3491 -2.1880 4.2175
C 0.0734 -3.9749 0.0514
C 2.7778 0.6101 5.7497
F -2.2569 -3.6371 -0.0853
C 0.9423 -2.0194 -2.4824
N 1.6305 2.2272 -1.1121
N 1.1711 1.6631 0.0572
C 1.1107 -4.8917 0.0439
C 0.7386 3.4127 -1.3630
H -0.4952 0.8887 4.8530
H -5.6546 -1.2574 -0.2565
N -3.0366 1.6263 -0.1299
C 0.6237 3.6598 -2.8478
F 3.4431 -0.4809 -0.4177
C -1.1860 0.5277 -4.3406
C 1.5127 -1.8566 -3.7304
C 0.4666 -2.6173 3.0939
*
```

=====

A structure of composition C40H26F5I2NNbOP2, computed with wB97M-V/def2-TZVPD.

Computed properties:
electronic energy: -95322.4391 eV
energy relative to the best compared isomer or geometry (same formula, charge and spin): 1.36 kcal per mole
Kohn-Sham gap (spin up / spin down): 0.1234 / 0.1235 hartree

```
! wB97M-V def2-TZVPD RIJCOSX def2/J DEFGRID3
* xyz 3 1
H -1.1906 0.7363 3.1988
F -3.1838 3.6385 2.0679
C 0.3290 5.5496 0.3518
C -0.2849 6.5844 -1.7334
C 0.0757 6.7004 -0.3897
I -1.2307 8.2140 -2.6214
F -5.9690 -0.1969 2.1805
H 4.3098 2.0237 2.0855
H 3.5103 2.0966 -0.3236
C 1.9744 -2.1106 -1.8320
H 1.4292 0.8672 -0.9390
C 2.2795 -7.3714 -0.1884
C -4.7987 1.8422 1.9993
C 0.9515 -7.0221 0.0269
C 2.8939 1.6690 0.4785
H 5.2395 -1.1198 -1.2581
H 3.2046 -4.4737 -1.7356
C 2.6499 0.8212 2.7211
C -0.6580 5.0548 -3.7116
C -0.8920 3.7663 -4.2093
C -5.1926 0.6082 1.4303
H 2.9948 0.7300 3.7451
C 0.5048 -5.6943 -0.2175
N -0.8640 2.9387 -2.0001
C 4.2779 -1.2333 -1.7289
O -0.4425 3.2565 0.8170
C -4.4071 0.1081 0.3257
H -0.6677 5.9536 -4.3586
Nb -1.1074 1.7284 -0.2792
H -2.4702 -2.5538 0.8696
H 0.9014 -1.6610 -3.6619
C -1.7666 -0.1749 3.1226
H 4.1731 -6.5701 -0.7696
C 4.1068 -0.6349 -2.9754
C -0.5417 5.3256 -2.2994
C 1.6815 1.0541 0.1263
C 1.8542 -1.4992 -3.0778
H -0.9036 3.5456 -5.2792
C 1.4563 0.2193 2.4032
C -0.4695 4.1717 -1.4352
I 1.7455 5.7636 1.8613
H -4.0105 -3.1998 2.5708
F -4.3789 -1.2147 0.0232
C 2.9104 -0.7224 -3.5900
C -2.4316 -2.0749 1.8294
C 1.3380 -4.7409 -0.7961
C 0.4083 -2.2938 0.3795
H 0.2908 -7.6760 0.5676
H 4.9070 -0.0065 -3.4016
H -0.5061 -5.3817 0.0719
C -1.0228 2.7051 -3.2899
H 2.7041 -8.3102 0.2464
H -0.2912 -2.8545 1.0119
C -0.1650 4.3067 -0.0647
H -3.7375 -2.3026 4.9460
H 0.9074 -0.4133 3.0977
F -3.1665 0.5313 -1.6466
P -0.5862 -0.5161 0.5124
C -3.4253 0.8742 -0.3262
F -5.4949 2.4309 2.9795
H 1.2461 -2.1491 1.0604
H 3.1855 -2.2154 -0.0976
H -1.3069 1.6641 -3.5079
C -3.6404 2.4685 1.5407
C 2.6185 -5.1644 -1.1088
P 0.6338 -3.1055 -1.2392
C 0.8862 0.3772 1.1222
C -1.6514 -0.9198 1.9542
H 0.1661 7.7066 0.0968
C 3.1317 -6.4091 -0.7229
C -2.9756 1.9065 0.4362
C 3.3650 1.5276 1.7608
C -3.1683 -1.8944 4.1003
H -2.3775 -0.2451 5.2231
H 2.6378 -0.2319 -4.4859
C -3.2726 -2.4584 2.8250
C 3.1935 -1.8920 -1.1334
C -2.4237 -0.7576 4.2682
*
```

=====

A structure of composition C40H27F5N8OPtSe, computed with wB97M-V/def2-TZVPD.

Computed properties:
electronic energy: -138061.1165 eV
energy relative to the best compared isomer or geometry (same formula, charge and spin): 5.39 kcal per mole
Kohn-Sham gap (spin up / spin down): 0.2112 / 0.2112 hartree

```
! wB97M-V def2-TZVPD RIJCOSX def2/J DEFGRID3
* xyz 0 1
F 4.5615 4.1146 -4.0606
H 0.6977 3.5468 4.9099
C -5.7614 -2.1912 -0.0708
C 4.7656 1.2091 0.2402
C 1.3027 -3.7755 0.7819
C 1.7947 2.2190 -3.0820
C 1.7584 4.5686 -1.9762
F -0.0827 3.7283 -3.3767
C -2.3670 2.1387 -1.8569
H 5.5761 -0.5112 -0.7460
C -1.0640 -4.3258 0.0606
H -2.6043 0.9343 1.0652
Se 0.9259 0.6581 -2.6187
O -3.6895 -3.4244 -0.3288
C 7.1216 0.6379 0.1952
H 4.3033 3.0467 1.2544
C 2.4313 1.5339 2.8033
C 2.2458 1.3491 0.2901
H 1.6004 -4.2842 1.6971
H 2.1981 -3.6247 0.1777
C 0.2930 -4.5970 0.0086
H -7.6591 1.0066 0.9064
N -1.7352 1.6400 -0.7581
C -1.5224 -6.1459 -1.4546
H 0.1567 -0.3043 3.3486
H 0.7198 3.5112 0.6335
C 1.2207 3.6146 -2.9671
C 7.4218 1.7635 0.9490
C -3.3791 -4.7025 -0.6675
C 1.9584 2.0135 1.5726
C -7.0730 -2.2802 0.3735
C 1.9874 2.0890 3.9845
H 6.6226 3.5076 1.9118
H 1.7954 -5.8790 -0.8308
H -2.2353 -6.7226 -2.0284
C 0.1587 -1.5589 0.4751
C 3.3936 0.9055 -0.2184
H -0.1869 4.3844 2.7595
C -5.8153 0.2037 0.1567
C -5.1336 -0.9500 -0.1892
H 8.4471 1.9843 1.2167
C 0.7354 -5.6594 -0.7730
H -8.7704 -1.1811 1.0807
N -3.6703 2.1724 -1.7315
Pt 0.3721 1.3558 -0.3581
C 2.2910 4.5662 -3.3902
H -5.2551 2.0907 1.0095
C -1.9653 -5.0778 -0.6853
C 5.0844 2.3486 0.9821
H 3.3435 0.2898 -1.1115
C 0.2693 -0.9104 2.4649
H -7.5427 -3.2517 0.4461
H -0.0406 -1.6681 -0.5782
C -7.7509 -1.1230 0.7235
N 0.7859 -2.4825 1.2013
C 1.0007 3.0393 1.5744
H 0.1928 -7.2613 -2.0849
C -7.1237 0.1065 0.6245
H 3.1534 0.7262 2.8073
H -1.4439 -3.5219 0.6762
H 7.9146 -0.0232 -0.1316
F 3.9908 1.3658 -3.6301
C 3.0983 2.3439 -3.5044
C 1.0314 3.1111 3.9767
F 2.1676 5.6891 -4.1632
C 5.8076 0.3682 -0.1550
N -4.4210 -5.4086 -0.9241
H -4.1172 -0.9043 -0.5603
H -1.8441 2.4811 -2.7331
C -0.1672 -6.4366 -1.4843
C 3.3840 3.6860 -3.7127
N 0.8611 -2.0802 2.4926
N -3.8798 1.6737 -0.4889
N -5.5178 -4.5645 -0.7509
C -2.7183 1.3533 0.0784
C 0.5359 3.5789 2.7764
C -5.2303 1.5945 0.0384
H -5.8322 2.1856 -0.6486
N -0.1973 -0.5379 1.2391
C -5.0422 -3.4223 -0.4012
C 6.3970 2.6164 1.3396
H 2.3782 1.7261 4.9272
F 2.5858 4.0137 -0.9995
*
```

=====

A cluster of 7 separate species, C40H27NO15S in total, computed with wB97M-V/def2-TZVPD.

Computed properties:
electronic energy: -84947.5902 eV
SMILES: NC1=C(S)C(=O)OC1=O.O=C1C=CC(=O)C=C1.O=C1C=CC(=O)C=C1.O=C1C=CC(=O)C=C1.O=C1C=CC(=O)C=C1.O=C1C=CC(=O)C=C1.O=C1C=CC(=O)C=C1
Kohn-Sham gap: 0.3011 hartree

```
! wB97M-V def2-TZVPD RIJCOSX def2/J DEFGRID3
* xyz 0 1
H -0.7650 -2.5060 0.0084
O -2.1099 -6.0060 3.5671
C 1.7045 4.0375 -1.9238
C 1.8063 -0.3122 -0.9022
C 1.7436 0.4373 -5.3720
H 4.9335 2.8817 0.9042
C 1.0385 -2.3792 5.9458
C 1.6978 -1.8217 -5.2338
O -4.2883 5.1721 -2.2939
H 2.5622 3.7913 -3.9230
H 2.7331 2.2780 1.8994
O 3.5500 -1.7536 -3.8549
H 4.7050 1.2863 5.6653
H 1.3180 5.7020 -4.9225
C 3.5513 1.7368 3.8584
O 0.9818 1.3368 -5.3683
C 0.2717 6.2333 -3.0727
H 6.9061 1.8927 4.6723
H 0.9145 -4.5661 5.9804
C 0.5911 -1.1652 5.2177
C -5.2637 -7.4607 4.2875
C 1.8765 4.4014 -3.3492
C -3.3130 -6.1027 3.6882
C 4.8352 2.5342 1.9251
H -0.5334 -0.3782 3.6083
H -5.5355 2.9001 -2.2232
C 5.9808 1.9592 4.1146
O 1.7559 -2.2980 6.9197
O 1.3370 -2.5247 -1.5327
C -3.0335 1.8997 -4.3886
O 2.3058 3.0976 -1.4458
H -1.4112 3.2004 -5.0820
C 1.4506 0.7494 -0.1872
O -0.3410 7.1567 -3.5633
C 4.8046 1.6354 4.6453
C -6.1579 -6.3179 3.9733
O -0.0817 1.7052 1.3153
C -4.6545 2.9166 -2.8522
H 2.6858 -0.3107 -1.5346
H -1.4254 -0.5122 1.3432
C 0.7682 4.8480 -1.1100
H -4.7722 0.9048 -3.5010
C -4.2034 -4.9601 3.3736
C -0.1979 -1.2540 4.1506
C -3.9440 -7.3606 4.1544
C -0.6594 -2.5700 3.6423
O -7.3596 -6.4098 4.0927
C -3.9155 4.2015 -2.9162
C -0.1983 -1.5842 -0.0083
H -3.2744 -8.1815 4.3772
O 2.5908 0.1926 -4.3004
H 2.0176 1.6698 -0.1979
O 7.1606 2.7261 2.2286
H -5.7449 -8.3690 4.6268
H -0.5592 -4.7328 3.9796
S 1.1262 -3.4777 -5.4282
H 0.9413 -0.2149 5.6008
C 0.5758 -3.6935 5.4363
C 1.2116 5.4210 -3.8824
H -0.5914 6.4716 -1.0714
O 2.4790 1.4420 4.3432
C -0.2117 -3.7844 4.3665
H -6.1922 -4.2388 3.2836
O -2.6621 0.9263 -5.0071
C 3.6595 2.2112 2.4567
H 0.6695 -1.9053 -7.5552
C -5.5234 -5.0601 3.5068
C 1.4761 -0.8513 -6.1236
C 1.0092 -1.5600 -0.8741
O -1.3767 -2.6473 2.6623
C 6.0890 2.4334 2.7121
C -2.2937 3.1855 -4.4537
H -0.1411 -3.2270 -5.0392
C 0.1021 5.8685 -1.6437
H -2.1794 5.1994 -3.8029
H -3.7185 -4.0526 3.0336
C -4.2464 1.8504 -3.5348
H 1.7767 -0.8280 -7.9994
C -0.5522 -0.5185 0.7062
H 0.6558 4.5589 -0.0718
N 0.9624 -0.9442 -7.3972
C 2.5789 -1.1935 -4.2256
C -2.7036 4.2525 -3.7700
C 0.2433 0.7292 0.6660
*
```

=====

| no. | F_max (eV Å⁻¹) |
| --- | --- |
| 1 | 0.7 |
| 2 | 0.6 |
| 3 | 4.6 |
| 4 | 0.4 |
| 5 | 2.8 |